Entry 1:
Molecular formula: C7H10F6N2O8S2V
Method: DFT, the ωB97M-V functional and the def2-TZVPD basis

2S+1 ... 2
⟨S²⟩ ... 0.801
LUMO level (alpha / beta) ... -0.0591 / -0.0426 Eh
Total charge ... 0
Orbital gap (alpha / beta) ... 0.3248 / 0.3448 Eh

XYZ file:
```
36
C7H10F6N2O8S2V the ωB97M-V functional and the def2-TZVPD basis
O -2.05526 2.36175 0.43315
V -1.09524 1.21757 -0.17230
C -0.13943 2.62870 -4.00873
C -0.51964 2.28401 -2.59887
O -1.71854 1.98216 -2.24823
O 0.28816 2.10582 -1.65786
H -1.08806 2.93115 -4.45224
H 0.01312 1.65702 -4.47848
H 0.63792 3.37715 -4.16247
C -0.72350 -1.20186 3.38193
F -1.51907 -1.63377 2.36113
F -1.14059 -1.69766 4.53828
F 0.48803 -1.70385 3.03755
S -0.82364 0.72588 3.26851
O -2.28041 1.00524 3.21417
O -0.13696 1.06979 4.49727
N -0.09995 1.09208 1.63463
S 1.49469 1.26342 1.86928
O 2.09217 0.65916 3.07428
O 2.20211 0.84962 0.65173
C 1.56037 3.10774 2.10415
F 1.20492 3.77585 0.96220
F 0.72254 3.50911 3.03767
F 2.84779 3.42924 2.55085
C 0.45184 -1.78643 -0.54656
O -0.18867 -0.74816 -0.35575
N 0.07260 -2.75948 -1.36248
C 0.76993 -4.03116 -1.41455
C -1.12490 -2.65448 -2.05534
H 1.40925 -2.12150 -0.11845
H 0.51385 -4.45782 -0.44477
H 1.81137 -3.75801 -1.58456
H 0.42230 -4.59913 -2.27749
H -1.00490 -3.10014 -3.04281
H -1.91866 -3.17025 -1.51496
H -1.42555 -1.60875 -2.11988
```

Atomic partial charges in e from the Mulliken method, atoms 1 to 6: -0.48 1.16 -1.09 1.19 -0.70 -0.58

***

Entry 2:
Molecular formula: C3H9NO2S2
Method: DFT, the ωB97M-V functional and the def2-TZVPD basis

LUMO level ... 0.0166 Eh
ΔE to the lowest compared entry with this formula, charge and spin ... 3.900 eV
Total charge ... 0
Orbital gap ... 0.3016 Eh

XYZ file:
```
17
C3H9NO2S2 the ωB97M-V functional and the def2-TZVPD basis
C -1.04550 1.16856 -0.44253
C -0.68190 -1.23838 -0.38496
C 1.54134 -1.31013 0.44868
N -1.29030 -0.15310 0.07774
O 1.79614 1.19999 0.84218
O 1.76618 0.40092 -1.51283
S 4.27003 0.08621 -0.13414
S 2.33630 0.06493 -0.22918
H -0.50279 1.77266 0.28742
H -0.43840 1.09327 -1.34312
H -1.99315 1.66061 -0.67186
H -0.29416 -1.20283 -1.38764
H -0.93577 -2.18931 0.04509
H 1.58514 -1.27505 1.52130
H 1.93979 -2.20763 0.00666
H 2.32758 1.99741 0.74193
H -1.68757 -0.18020 1.00646
```

Atomic partial charges in e from the Mulliken method, atoms 1 to 6: -0.72 -0.49 -1.01 -0.06 -0.50 -0.58

***

total charge of number 1 (C7H10F6N2O8S2V)?
0

***

What is the total charge in the first record?
0